Density functional theory data (ωB97M-V with the def2-TZVPD basis set) for a cluster of 2 separate species, C20H15Cl2N3O2 in total.

```
! wB97M-V def2-TZVPD RIJCOSX def2/J DEFGRID3
* xyz 0 1
Cl 2.276 -4.552 3.006
H -1.512 3.508 1.036
C 1.885 -3.031 2.348
C -1.663 -4.005 -0.417
C 1.881 0.952 0.959
H 0.598 -2.046 -2.065
C 2.274 -2.795 0.927
H 0.543 0.221 -1.326
H 1.106 2.492 -1.354
H -2.002 -5.042 -0.367
Cl 0.434 -2.419 4.526
C 0.902 -0.749 2.425
H -2.258 -0.939 0.962
O 0.044 0.022 2.859
C 2.999 -1.075 -0.701
H -1.985 5.210 -1.293
C 2.368 -1.382 0.532
C -1.159 4.744 -0.750
C -0.207 -2.334 -1.383
C -1.049 1.119 -0.220
H -2.735 3.305 -0.229
N -0.879 2.378 -0.624
C -1.812 -1.702 0.323
C -0.295 0.037 -0.643
H -0.247 4.629 -2.737
N 3.509 -0.820 -1.724
C -2.226 -3.030 0.414
N 2.065 2.094 0.769
C 1.153 -2.096 3.016
H -0.798 5.450 0.001
C -1.659 3.470 -0.056
H -2.991 -3.304 1.143
C -0.790 -1.329 -0.575
C 0.084 2.787 -1.630
H -1.840 0.976 0.524
H -0.177 -4.398 -1.953
C -0.034 4.326 -1.709
O 2.397 -3.704 0.108
H 0.916 4.775 -1.406
C -0.645 -3.647 -1.313
H -0.135 2.324 -2.607
C 1.665 -0.420 1.204
*
```

Values from the calculation:
- E_HOMO (eV) = -7.3630
- electronic energy (eV) = -54590.71522
- structure (SMILES) = N#CC1=C(C#N)C(=O)C(Cl)=C(Cl)C1=O.C(=C\N1CCCC1)/c1ccccc1
- orbital gap (eV) = 4.6848
- maximum force (eV/A) = 3.44
- LUMO energy (hartree) = -0.098